Entry 1:
{"formula": "C4H9NO2S", "method": "ωB97M-V/def2-TZVPD", "e_lumo_ev": [-1.01, -0.88], "e_homo_ev": [-8.88, -8.90], "homo_lumo_gap_ev": [7.9, 8.0], "charge": 0, "elements": ["S", "O", "O", "N", "C", "C", "C", "C", "H", "H", "H", "H", "H", "H", "H", "H", "H"], "coordinates": [[1.998, -1.083, 0.691], [2.125, -2.201, -0.237], [3.086, -0.142, 0.774], [1.757, -1.714, 2.240], [0.048, 1.531, -0.413], [-0.256, 0.281, 0.305], [-2.164, 0.559, -1.369], [-0.713, 0.395, -1.136], [1.027, 1.676, -0.920], [-2.876, -0.047, -0.676], [0.872, -2.322, 2.276], [-2.345, 1.703, -1.164], [1.808, -1.056, 2.915], [-2.448, 0.143, -2.300], [-0.670, 2.341, -0.233], [-0.268, -0.248, -1.829], [-0.980, 0.182, 1.075]], "forces_ev_per_angstrom": [[-1.9, 0.1, -0.6], [-0.6, 1.0, 1.0], [-0.4, 0.1, 0.3], [-1.6, -3.9, -3.5], [-0.2, -0.8, -1.5], [2.3, -0.8, -1.7], [-2.0, 1.2, 2.6], [0.3, -0.4, 2.6], [-0.6, 0.4, 1.1], [1.4, 1.1, -0.6], [1.9, 1.4, -0.1], [-0.5, -2.2, -1.0], [0.1, 2.7, 2.7], [-0.3, 0.5, -1.4], [1.0, 0.2, 0.1], [1.3, -0.5, -1.0], [-0.1, -0.2, 0.9]]}

Entry 2:
{"formula": "C2H7OS", "method": "ωB97M-V/def2-TZVPD", "e_lumo_ev": 4.27, "e_homo_ev": -2.96, "homo_lumo_gap_ev": 7.2, "charge": -1, "elements": ["S", "O", "C", "C", "H", "H", "H", "H", "H", "H", "H"], "coordinates": [[-1.826, 1.847, -0.330], [-0.983, -0.838, 0.581], [1.436, -0.406, 0.359], [0.095, -0.780, -0.305], [-1.460, 0.034, 0.587], [-2.701, 2.865, -0.339], [0.153, -1.751, -0.807], [1.367, 0.199, 1.257], [-0.053, -0.066, -1.120], [1.991, -1.306, 0.482], [1.981, 0.203, -0.365]], "forces_ev_per_angstrom": [[0.0, 0.6, -0.3], [-0.4, 0.0, 0.4], [-0.3, 0.3, -1.2], [0.1, 0.6, -0.2], [0.3, -0.4, -0.1], [0.0, -0.1, 0.1], [0.3, -0.2, 0.2], [-0.3, -0.2, 0.2], [-0.5, 0.1, 0.2], [0.7, -0.6, 0.7], [0.2, 0.0, 0.0]]}

> What is the charge in the first record?

0